(1)
Below is C15H13ClF2N2O3S in the gas phase in a non-equilibrium geometry, with properties calculated with the ωB97M-V functional and the def2-TZVPD basis.

Properties
gap between HOMO and LUMO	9.0979	eV
charge	0
SMILES	CN(C)S(=O)(=O)c1ccc(NC(=O)c2cc(F)c(F)cc2Cl)cc1
HOMO	-9.14	eV
2S+1	1
E_LUMO	0.0	eV

Geometry (Å):
C1 -4.5734 -1.9573 -0.1727
N1 -4.8679 -0.6111 -0.5914
C2 -4.5683 -0.3038 -1.9659
S1 -4.4265 0.5771 0.5005
O1 -4.8911 1.8268 -0.0227
O2 -4.8693 0.1526 1.7935
C3 -2.6330 0.5728 0.4660
C4 -1.9328 -0.3024 1.2738
C5 -0.5525 -0.3599 1.2003
C6 0.1250 0.4708 0.3087
N2 1.5150 0.4744 0.1825
C7 2.4260 -0.3035 0.8276
O3 2.1612 -1.2047 1.5900
C8 3.8565 -0.0022 0.4659
C9 4.6907 -1.1081 0.3240
C10 6.0286 -0.9560 0.0203
F1 6.8049 -2.0344 -0.1303
C11 6.5630 0.3213 -0.1257
F2 7.8558 0.4888 -0.4187
C12 5.7579 1.4325 0.0424
C13 4.4107 1.2714 0.3341
Cl1 3.4778 2.7080 0.5827
C14 -0.5945 1.3567 -0.4970
C15 -1.9724 1.4034 -0.4202
H1 -3.5221 -2.2258 -0.3426
H2 -4.8012 -2.0221 0.8880
H3 -5.2101 -2.6524 -0.7206
H4 -3.5152 -0.4926 -2.2149
H5 -4.7975 0.7476 -2.1187
H6 -5.2003 -0.9082 -2.6170
H7 -2.4768 -0.9183 1.9716
H8 0.0025 -1.0365 1.8278
H9 1.8751 1.1768 -0.4503
H10 4.2804 -2.0968 0.4611
H11 6.1899 2.4159 -0.0528
H12 -0.0679 2.0097 -1.1783
H13 -2.5478 2.0893 -1.0210

Forces on the atoms, in the same order (eV/Å):
C 0.07 -0.33 0.27
N 0.01 0.79 0.73
C 0.07 0.24 -0.35
S 0.00 -0.15 -0.17
O 0.23 -0.01 -0.24
O 0.24 -0.26 0.02
C -0.82 0.01 0.03
C 0.00 0.03 0.00
C 0.07 -0.10 0.09
C -0.35 -0.07 0.09
N -0.05 0.16 -0.31
C 0.24 0.17 -0.20
O -0.07 -0.17 0.11
C 0.18 0.12 0.09
C 0.21 0.14 -0.07
C -0.15 0.10 0.01
F 0.03 0.17 0.00
C -0.20 0.00 0.05
F -0.14 -0.15 0.04
C 0.05 -0.16 -0.05
C 0.18 -0.36 -0.04
Cl 0.03 0.31 0.04
C -0.01 -0.09 0.08
C 0.07 0.10 -0.07
H -0.01 -0.03 -0.02
H 0.01 -0.26 -0.01
H 0.01 0.02 0.00
H -0.02 -0.02 -0.03
H 0.01 -0.03 -0.26
H 0.01 0.00 0.02
H 0.01 -0.11 0.12
H -0.01 0.00 0.00
H 0.00 -0.21 0.18
H 0.00 -0.09 0.02
H 0.04 0.07 0.00
H 0.05 0.07 -0.08
H 0.01 0.12 -0.11

These are the Löwdin partial charges, in e, on atoms 1 to 4: -0.1071, -0.3391, -0.1074, 0.6553



(2)
Below is C21H23ClN2O7S in the gas phase in a non-equilibrium geometry, with properties calculated with the ωB97M-V functional and the def2-TZVPD basis.

Properties
gap between HOMO and LUMO	7.7096	eV
charge	0
relative energy (zero: lowest compared OMol25 entry of this formula, charge and spin)	1.6	kcal per mole
SMILES	COc1ccc(OC)c(/C=C/C(=O)OCC(=O)Nc2ccc(Cl)c(S(=O)(=O)N(C)C)c2)c1
HOMO	-7.99	eV
2S+1	1
E_LUMO	-0.3	eV

Geometry (Å):
C1 -4.1276 -2.2683 -1.2785
O1 -4.6663 -1.0637 -0.7747
C2 -3.8377 0.0031 -0.6500
C3 -4.3734 1.1375 -0.0365
C4 -3.5975 2.2583 0.1784
C5 -2.2616 2.2806 -0.2056
O2 -1.4207 3.3337 0.0049
C6 -1.9170 4.4714 0.6668
C7 -1.7129 1.1519 -0.8512
C8 -0.3084 1.1445 -1.1749
C9 0.3504 0.2062 -1.8762
C10 1.8011 0.1563 -1.9606
O3 2.4330 -0.7316 -2.4888
O4 2.4088 1.1777 -1.3052
C11 3.8102 1.0841 -1.1533
C12 4.2831 1.6069 0.1926
O5 5.3908 2.0779 0.3210
N1 3.4275 1.5817 1.2536
C13 2.1579 1.0180 1.4301
C14 1.1807 1.7654 2.0898
C15 -0.0742 1.2419 2.3233
C16 -0.3663 -0.0492 1.9010
Cl1 -1.9077 -0.7341 2.1676
C17 0.6040 -0.8049 1.2618
S1 0.1692 -2.4988 0.8039
O6 -0.8897 -2.4518 -0.1630
O7 -0.0534 -3.2085 2.0294
N2 1.5540 -3.0285 0.0625
C18 1.4848 -3.4968 -1.3019
C19 2.5303 -3.6681 0.9097
C20 1.8624 -0.2859 1.0366
C21 -2.5191 0.0328 -1.0727
H1 -3.2343 -2.5734 -0.7263
H2 -4.9114 -3.0133 -1.1525
H3 -3.8834 -2.1762 -2.3418
H4 -5.4028 1.1143 0.2834
H5 -4.0465 3.1095 0.6644
H6 -2.7246 4.9471 0.1019
H7 -2.2714 4.2304 1.6741
H8 -1.0759 5.1600 0.7354
H9 0.2563 1.9716 -0.7680
H10 -0.1451 -0.6265 -2.3491
H11 4.3117 1.6822 -1.9237
H12 4.1303 0.0411 -1.2886
H13 3.7645 2.1396 2.0307
H14 1.4116 2.7693 2.4130
H15 -0.8307 1.8192 2.8286
H16 0.5283 -3.1811 -1.7076
H17 1.5526 -4.5877 -1.3518
H18 2.2857 -3.0477 -1.8910
H19 3.5357 -3.4153 0.5666
H20 2.3857 -3.3093 1.9254
H21 2.4175 -4.7575 0.9052
H22 2.6038 -0.9008 0.5536
H23 -2.0724 -0.8354 -1.5220

Forces on the atoms, in the same order (eV/Å):
C 0.09 -0.19 -0.04
O -0.18 0.17 0.13
C 0.06 0.34 -0.02
C 0.14 -0.35 -0.18
C 0.09 0.17 0.09
C 0.11 -0.38 -0.22
O 0.07 -0.23 -0.15
C -0.04 0.17 0.07
C -0.70 0.31 0.24
C 0.69 -0.15 -0.37
C -0.49 0.33 0.14
C 0.41 -0.12 -0.05
O -0.15 0.15 0.02
O -0.09 0.22 -0.08
C 0.51 -0.23 -0.31
C -0.24 0.05 -0.22
O 0.22 0.00 -0.20
N 0.09 0.34 0.52
C -0.62 -0.32 0.17
C 0.26 -0.15 -0.20
C -0.05 -0.41 -0.08
C 0.20 0.19 0.08
Cl -0.66 0.24 0.42
C -0.18 -0.51 -0.05
S 0.60 0.09 0.02
O 0.26 0.01 -0.27
O 0.29 -0.02 -0.07
N -0.95 0.25 0.44
C -0.10 0.05 -0.51
C 0.22 -0.06 0.36
C 0.13 0.20 0.21
C -0.16 0.06 0.02
H -0.08 0.02 -0.02
H 0.08 0.02 -0.05
H 0.01 0.00 0.02
H -0.13 0.00 0.04
H -0.01 0.10 0.04
H 0.01 -0.03 0.03
H -0.01 0.00 -0.02
H -0.09 -0.01 0.02
H 0.12 -0.03 0.05
H -0.05 -0.10 -0.03
H -0.06 -0.12 0.22
H 0.00 0.25 0.08
H 0.07 -0.15 -0.17
H 0.02 0.13 0.00
H -0.12 0.07 0.04
H 0.10 -0.08 -0.25
H -0.04 0.01 0.08
H -0.05 -0.07 0.02
H 0.00 0.01 0.02
H 0.24 -0.10 0.09
H -0.01 0.05 0.01
H 0.15 -0.04 -0.08
H 0.02 -0.13 -0.03

These are the Löwdin partial charges, in e, on atoms 1 to 4: -0.0701, -0.0801, -0.2928, 0.0104



(3)
Below is a 3-piece molecular cluster, C3H10NO2 overall in a non-equilibrium geometry, with properties calculated with the ωB97M-V functional and the def2-TZVPD basis.

Properties
gap between HOMO and LUMO (spin up / spin down)	6.9077 / 9.3158	eV
charge	0
relative energy (zero: lowest compared OMol25 entry of this formula, charge and spin)	7.5	kcal per mole
HOMO (spin up / spin down)	-6.12 / -8.55	eV
2S+1	2
E_LUMO (spin up / spin down)	0.8 / 0.8	eV

Geometry (Å):
C1 -2.6825 0.3700 1.2358
C2 -2.3069 -0.5327 2.1443
C3 -0.8110 0.1896 -0.3491
N1 -2.0305 0.6297 0.0251
H1 -3.7028 0.7874 1.2267
H2 -1.3076 -0.9412 2.2535
H3 -2.9411 -0.4415 3.0311
H4 -0.6747 0.0279 -1.4145
H5 -0.1028 -0.1193 0.4270
H6 -2.6448 1.1389 -0.5887
H7 3.3162 0.1732 -4.7583
H8 4.7580 0.4569 -4.3347
O1 3.9691 -0.0195 -4.0711
H9 2.5607 -1.1502 2.1593
H10 2.6378 0.0347 1.3749
O2 1.9629 -0.6039 1.6387

Forces on the atoms, in the same order (eV/Å):
C -0.14 -0.61 -1.68
C -0.19 1.27 1.44
C 0.72 -0.34 -0.22
N -1.61 0.51 1.19
H 0.70 0.01 0.36
H -0.25 -0.14 -0.27
H 0.31 -0.75 -0.09
H 0.33 0.12 0.33
H -0.38 0.03 -0.57
H 0.52 -0.10 -0.49
H 0.21 -0.05 0.20
H 0.12 0.09 -0.07
O -0.33 -0.03 -0.14
H -0.48 -0.65 0.31
H -0.51 0.48 -0.47
O 0.98 0.16 0.17

These are the Löwdin partial charges, in e, on atoms 1 to 4: -0.2424, -0.0209, -0.0305, -0.1149



(4)
Below is C4H4N2O in the gas phase in a non-equilibrium geometry, with properties calculated with the ωB97M-V functional and the def2-TZVPD basis.

Properties
gap between HOMO and LUMO	10.4545	eV
charge	0
relative energy (zero: lowest compared OMol25 entry of this formula, charge and spin)	170.3	kcal per mole
SMILES	C1=NN=C[C@@H]2O[C@@H]12
HOMO	-10.15	eV
2S+1	1
E_LUMO	0.3	eV

Geometry (Å):
C1 0.5927 -0.2950 -1.2975
N1 -0.6081 -0.4918 -1.5564
N2 -1.6921 -0.0762 -0.5160
C2 -1.3691 0.0877 0.7279
C3 0.2370 -0.0674 0.8892
O1 1.5750 0.5070 1.2666
C4 0.9380 0.4432 -0.0801
H1 1.4399 -0.7528 -1.9882
H2 -2.0768 0.2765 1.4745
H3 0.4021 -1.1603 1.2133
H4 0.5615 1.5292 -0.1332

Forces on the atoms, in the same order (eV/Å):
C 5.01 -1.42 -1.86
N -2.96 0.11 1.22
N 1.10 -0.30 0.23
C 4.17 0.37 -2.67
C -4.68 -4.92 7.77
O -1.22 -0.51 -1.28
C 1.44 5.56 -3.34
H -2.07 1.01 0.97
H -1.11 0.12 0.91
H -0.37 1.23 -1.07
H 0.69 -1.26 -0.89

These are the Löwdin partial charges, in e, on atoms 1 to 4: -0.1608, 0.0750, 0.0624, -0.0354



(5)
Below is C22H31AuN3O9PS2Te as an isolated structure, with properties calculated with the ωB97M-V functional and the def2-TZVPD basis.

Properties
gap between HOMO and LUMO	6.0872	eV
charge	0
relative energy (zero: lowest compared OMol25 entry of this formula, charge and spin)	0.0	kcal per mole
HOMO	-7.93	eV
2S+1	1
E_LUMO	-1.8	eV

Geometry (Å):
Au1 -0.5764 -0.4590 -0.0460
C1 -6.8220 2.7199 2.6661
O1 -5.6135 2.7665 1.9180
C2 -5.0356 1.6104 1.5600
C3 -5.5646 0.3448 1.8709
C4 -4.8913 -0.7668 1.4398
C5 -3.6816 -0.6990 0.7224
C6 -3.0885 -1.9179 0.2421
C7 -3.8381 -3.2155 0.3002
O2 -1.9384 -2.0070 -0.2457
C8 -3.1465 0.5936 0.4469
O3 -2.0397 0.8314 -0.2500
C9 -3.8469 1.7218 0.8576
H1 -7.1005 3.7542 2.8404
H2 -6.6713 2.2175 3.6232
H3 -7.6128 2.2201 2.1038
H4 -6.4783 0.2374 2.4339
H5 -5.3030 -1.7370 1.6794
H6 -4.8705 -3.1144 -0.0256
H7 -3.8270 -3.5654 1.3358
H8 -3.3162 -3.9465 -0.3104
H9 -3.4395 2.6987 0.6383
C10 1.7490 -4.9239 -0.5028
C11 2.4467 -4.3044 0.6855
O4 1.4741 -3.8277 1.6467
P1 1.0788 -2.2933 1.7106
O5 0.8440 -1.8692 0.2144
Te1 -0.6523 -1.9072 3.2154
O6 2.4371 -1.5109 2.0068
C12 2.9551 -1.2318 3.3245
C13 3.6798 0.0905 3.2604
H10 2.4891 -5.3277 -1.1955
H11 1.1468 -4.1813 -1.0244
H12 1.1002 -5.7368 -0.1782
H13 3.1014 -3.4823 0.3876
H14 3.0475 -5.0367 1.2225
H15 3.6197 -2.0507 3.6047
H16 2.1227 -1.1961 4.0293
H17 4.4995 0.0522 2.5415
H18 4.0945 0.3349 4.2388
H19 2.9934 0.8848 2.9657
N1 -1.1381 -0.3254 -3.1409
C14 -0.3194 0.8165 -3.2020
C15 -0.8351 2.0764 -2.8978
C16 0.0117 3.1614 -2.7685
C17 1.3801 3.0093 -2.9513
C18 1.8825 1.7782 -3.3390
C19 1.0398 0.6832 -3.4629
S1 2.4884 4.3424 -2.5259
O7 2.3513 4.4128 -1.0476
O8 1.9970 5.5258 -3.1824
O9 3.8049 3.8657 -2.9192
H20 -0.8481 -1.0825 -3.7410
H21 -2.1249 -0.1386 -3.2349
H22 -1.8962 2.1875 -2.7098
H23 -0.3784 4.1326 -2.4913
H24 2.9452 1.6843 -3.5229
H25 1.4431 -0.2885 -3.7290
S2 0.7271 1.4001 0.2862
C20 2.3482 1.0798 -0.2309
N2 2.8687 -0.0763 -0.6236
C21 4.3093 0.0655 -0.8328
C22 4.4912 1.5946 -0.8055
N3 3.2172 2.0677 -0.2455
H26 2.3997 -0.9489 -0.4216
H27 4.6097 -0.3756 -1.7819
H28 4.8538 -0.4293 -0.0248
H29 4.6212 2.0357 -1.7942
H30 5.3213 1.9028 -0.1734
H31 2.9040 3.0727 -0.4405

Forces on the atoms, in the same order (eV/Å):
Au 0.06 -0.02 0.06
C 0.00 0.00 0.00
O -0.01 0.00 0.00
C 0.01 0.00 0.00
C 0.00 -0.01 0.00
C -0.01 0.00 0.00
C 0.00 0.00 -0.01
C -0.02 0.00 0.01
C 0.01 -0.01 0.00
O 0.05 0.03 0.00
C 0.02 -0.01 -0.01
O 0.00 0.04 -0.01
C 0.00 0.01 0.00
H 0.00 0.00 0.00
H 0.00 0.00 0.00
H 0.00 0.00 0.00
H 0.00 0.00 0.00
H 0.00 0.00 0.00
H 0.00 0.00 0.00
H 0.00 0.00 0.00
H 0.00 0.00 0.00
H 0.00 0.00 0.00
C 0.00 0.00 0.00
C -0.01 0.00 0.01
O 0.01 0.00 -0.01
P -0.04 0.02 -0.01
O 0.01 0.00 0.01
Te 0.01 -0.01 -0.02
O 0.01 0.01 0.01
C 0.00 0.00 0.00
C 0.00 0.00 0.00
H 0.00 0.00 0.00
H 0.00 0.00 0.00
H 0.00 0.00 0.00
H 0.00 0.00 0.00
H 0.00 0.00 0.00
H 0.00 0.00 0.00
H 0.00 0.00 0.00
H 0.00 0.00 0.00
H 0.00 0.00 0.00
H 0.00 0.00 0.00
N -0.05 -0.08 0.02
C 0.01 -0.01 0.01
C 0.01 0.00 0.00
C -0.01 0.01 0.03
C 0.04 -0.03 -0.01
C -0.01 0.02 0.00
C 0.00 0.00 0.03
S -0.08 0.06 0.00
O 0.04 -0.06 -0.02
O 0.01 0.00 -0.02
O 0.03 0.00 -0.01
H 0.00 0.02 -0.04
H 0.01 0.04 -0.04
H -0.01 0.01 0.00
H 0.00 0.00 0.00
H 0.00 0.00 0.00
H 0.00 0.00 0.00
S -0.02 -0.03 -0.01
C -0.04 0.03 0.00
N -0.01 -0.03 -0.01
C 0.01 -0.01 0.01
C 0.02 -0.03 0.00
N 0.03 0.08 -0.07
H -0.01 0.01 0.00
H 0.00 0.00 0.00
H 0.00 0.00 0.00
H -0.01 -0.01 0.02
H 0.00 0.00 0.00
H -0.04 -0.05 0.09

These are the Löwdin partial charges, in e, on atoms 1 to 4: 1.0664, -0.0609, -0.0504, -0.2596



(6)
Below is C5H12N2O in the gas phase in a non-equilibrium geometry, with properties calculated with the ωB97M-V functional and the def2-TZVPD basis.

Properties
gap between HOMO and LUMO	9.6396	eV
charge	0
relative energy (zero: lowest compared OMol25 entry of this formula, charge and spin)	75.9	kcal per mole
SMILES	N/C=N/CCCCO
HOMO	-8.57	eV
2S+1	1
E_LUMO	1.1	eV

Geometry (Å):
N1 1.5386 -3.0619 1.2893
C1 0.4503 -2.6422 0.4988
N2 0.2033 -1.3580 0.6716
C2 -0.7881 -0.5868 0.0487
C3 -0.7122 0.8265 0.6598
C4 0.3994 1.7958 0.0146
C5 0.1043 1.7960 -1.4634
O1 -1.2835 1.9187 -1.7298
H1 1.9275 -2.3917 2.0048
H2 1.4127 -4.0613 1.6954
H3 0.1034 -3.3276 -0.2566
H4 -0.5626 -0.4225 -1.0881
H5 -1.8280 -0.8653 0.2389
H6 -0.3483 0.7933 1.7275
H7 -1.7177 1.2620 0.5543
H8 1.4106 1.3963 0.1872
H9 0.2178 2.8260 0.3942
H10 0.6681 2.6529 -1.9838
H11 0.5669 0.7524 -1.9682
H12 -1.7627 2.6973 -1.4951

Forces on the atoms, in the same order (eV/Å):
N -0.16 -2.86 1.19
C 1.47 4.76 2.03
N 0.75 -4.10 0.12
C 0.22 2.13 -1.94
C 1.54 1.09 0.78
C -2.00 -1.03 -0.06
C 2.05 0.16 -2.04
O 0.31 -2.06 -1.20
H -1.21 -0.89 -1.35
H 0.52 2.43 -1.04
H -0.52 -0.31 -0.05
H -0.95 -0.85 1.85
H 0.14 -0.74 -0.36
H -1.08 -0.39 -0.82
H 0.59 0.22 0.35
H -0.32 0.43 0.22
H 0.52 -0.69 0.09
H -0.62 -1.22 0.56
H -1.68 2.85 1.09
H 0.44 1.05 0.53

These are the Löwdin partial charges, in e, on atoms 1 to 4: -0.0034, -0.2357, -0.0059, -0.2907



What is the formula in the second record?
C21H23ClN2O7S



Which formula does entry 5 have?
C22H31AuN3O9PS2Te



The highest 2S+1 belongs to which entry?
C3H10NO2



Which value of 2S+1 does entry 1 give?
1